{
  "formula": "C3H10N3S",
  "method": "ωB97M-V/def2-TZVPD",
  "species": ["C", "C", "C", "N", "N", "N", "S", "H", "H", "H", "H", "H", "H", "H", "H", "H", "H"],
  "positions_angstrom": [[0.29151, 1.45545, -1.10882], [-0.43651, 0.06876, -0.90727], [0.94650, 1.83093, 0.21447], [0.27025, 1.70241, 1.25917], [-2.07389, -1.06417, 0.45483], [0.71299, -2.14072, 0.52596], [-1.92786, 0.32783, -0.00315], [1.02423, 1.30207, -1.84108], [-0.33018, 2.16945, -1.43765], [-0.63127, -0.15939, -1.92055], [0.14284, -0.87555, -0.48493], [1.99414, 2.20793, 0.22148], [-2.89980, -1.14437, 0.91088], [0.65313, -2.78127, -0.32892], [0.69646, 1.97931, 2.14912], [1.53291, -2.31367, 1.13915], [0.03454, -2.56500, 1.15732]],
  "mulliken_charge": [-0.8777, -0.2116, -0.0057, -0.4627, -0.2435, -0.8582, 0.4188, 0.3612, 0.4294, 0.4754, 0.2132, 0.4021, 0.2941, 0.3017, 0.2607, 0.2470, 0.2557],
  "total_energy_ha": -682.388936,
  "total_charge": 1,
  "orbital_gap_ev": 8.0,
  "largest_force_ha_per_bohr": 0.1042
}

***

{
  "formula": "C3H10N4",
  "method": "ωB97M-V/def2-TZVPD",
  "species": ["C", "C", "C", "H", "H", "H", "H", "H", "H", "H", "H", "H", "H", "N", "N", "N", "N"],
  "positions_angstrom": [[-2.34619, -0.07240, -0.49835], [-0.09167, -0.33651, 0.27646], [0.90848, 1.72116, 0.39864], [-2.36147, 1.10205, -0.79341], [-2.23138, -0.77716, -1.34316], [-3.59100, -0.07793, -0.06713], [-1.52687, -1.50238, 1.19670], [-0.89590, 1.33158, -0.46362], [0.36678, 2.98950, 0.09750], [0.91948, 1.11068, 1.87472], [2.26005, 1.87009, -0.05019], [1.99345, 0.28917, -0.71201], [2.32296, -1.59544, -1.24693], [-1.39999, -0.57831, 0.60679], [0.10645, 0.99963, -0.42765], [0.82095, -1.38490, 0.21577], [2.17548, -0.83837, -0.33104]],
  "mulliken_charge": [-0.7744, 0.3038, -0.7118, 0.2776, 0.3175, 0.2916, 0.3305, 0.2232, 0.2505, 0.2121, 0.2654, 0.2494, 0.2644, -0.2541, -0.3225, -0.4990, -0.4241],
  "total_energy_ha": -338.973012,
  "total_charge": 0,
  "orbital_gap_ev": 8.5,
  "largest_force_ha_per_bohr": 0.1278
}

***

{
  "formula": "C3H10N4",
  "method": "ωB97M-V/def2-TZVPD",
  "species": ["C", "C", "C", "N", "N", "N", "N", "H", "H", "H", "H", "H", "H", "H", "H", "H", "H"],
  "positions_angstrom": [[-1.91170, -0.42400, 0.38882], [-2.27310, 0.83436, -0.23257], [-0.84277, 0.44165, -0.07780], [2.77029, 1.44075, 0.02664], [1.10306, -1.61274, 0.01641], [2.15079, 0.37488, -0.21582], [1.80509, -0.51877, 0.59865], [-1.96134, -0.62515, 1.48196], [-2.09438, -1.44238, -0.01686], [-2.79391, 0.93179, -1.21931], [-2.66483, 1.85132, 0.31388], [-0.23662, 0.22727, -1.00558], [2.85084, 1.43136, 1.04299], [-0.29074, 1.02343, 0.56346], [1.17245, -1.74658, -0.89993], [1.36517, -2.47453, 0.50933], [1.85169, 0.28736, -1.27427]],
  "mulliken_charge": [-0.3470, -0.4458, -0.2560, -0.8537, -0.3106, 0.6750, -0.4731, 0.1643, 0.1913, 0.2014, 0.1722, 0.0378, 0.2763, 0.2898, 0.1645, 0.2556, 0.2580],
  "total_energy_ha": -339.116354,
  "total_charge": 0,
  "orbital_gap_ev": 8.8,
  "largest_force_ha_per_bohr": 0.1093
}

***

{
  "formula": "C3H10N5",
  "method": "ωB97M-V/def2-TZVPD",
  "species": ["C", "C", "C", "N", "N", "N", "N", "N", "H", "H", "H", "H", "H", "H", "H", "H", "H", "H"],
  "positions_angstrom": [[3.31283, 0.03475, 0.00459], [1.90332, -0.59799, 0.27419], [0.67633, 0.03780, -0.23043], [-2.00920, 0.82156, 0.04513], [-0.43262, -0.58950, 0.17776], [-1.02249, -1.49749, 0.44433], [-4.13952, 0.12682, -0.19218], [-2.90077, -0.03434, -0.03767], [4.19559, -0.72058, -0.20160], [3.21325, 0.64813, -0.84828], [3.68019, 0.52486, 0.85726], [1.92294, -0.68408, 1.38902], [1.93359, -1.64725, -0.23538], [0.45422, 1.07241, 0.21980], [0.64615, 0.38918, -1.24183], [-2.31424, 1.74211, 0.07676], [-4.49289, 1.08980, -0.27368], [-4.62668, -0.71618, -0.22780]],
  "mulliken_charge": [-1.1269, -0.2694, -0.2827, -0.2943, 0.6405, -0.3899, -0.4635, 0.2816, 0.2936, 0.3464, 0.3229, 0.2911, 0.2925, 0.2595, 0.4464, 0.1595, 0.2484, 0.2442],
  "total_energy_ha": -393.672528,
  "total_charge": 1,
  "orbital_gap_ev": 10.3,
  "largest_force_ha_per_bohr": 0.1258
}

***

{
  "formula": "C3H10N5",
  "method": "ωB97M-V/def2-TZVPD",
  "species": ["C", "C", "C", "N", "N", "N", "N", "N", "H", "H", "H", "H", "H", "H", "H", "H", "H", "H"],
  "positions_angstrom": [[-0.19060, 0.04939, -0.38335], [0.22493, 0.51397, -2.64354], [-1.33396, -1.28146, 1.33907], [1.37892, 1.06354, 1.63498], [2.12416, 1.78453, 2.07727], [2.73551, 2.57515, 2.68218], [0.29971, -0.28907, -1.47544], [-0.05133, -0.88313, 0.73011], [-0.74378, 0.95568, -0.13151], [1.24278, 0.72474, -2.97174], [-0.24125, -0.08763, -3.42434], [-0.32906, 1.44700, -2.50326], [-1.15827, -1.97740, 2.15704], [-1.84402, -0.40173, 1.72439], [-1.96423, -1.76383, 0.59434], [3.66455, 2.90523, 2.50072], [0.45578, -1.70430, 0.37844], [0.55975, -0.34341, 1.41103]],
  "mulliken_charge": [-0.1931, -0.7008, -0.8507, -0.2926, 0.7583, -0.8283, -0.2904, -0.0617, 0.3867, 0.2771, 0.2733, 0.3343, 0.3611, 0.3498, 0.3618, 0.3125, 0.3679, 0.4348],
  "total_energy_ha": -393.746984,
  "total_charge": 1,
  "orbital_gap_ev": 11.3,
  "largest_force_ha_per_bohr": 0.0507
}

***

{
  "formula": "C3H10N7",
  "method": "ωB97M-V/def2-TZVPD",
  "species": ["C", "C", "C", "N", "N", "N", "N", "N", "N", "N", "H", "H", "H", "H", "H", "H", "H", "H", "H", "H"],
  "positions_angstrom": [[-1.38023, -0.05982, -1.14268], [-1.94304, 0.57108, 0.06432], [0.01550, -0.06728, -0.71003], [-1.33634, -1.50657, -0.98732], [-1.86648, -0.20977, 1.15352], [-0.69646, -1.11119, 1.20278], [-0.18082, -1.34089, -0.06159], [-2.44327, 1.80091, 0.07238], [1.14678, 0.55571, -0.82817], [3.76049, -0.14709, -0.07756], [-2.13421, -1.99428, -0.58277], [-2.14323, 0.11062, 2.07128], [-0.99718, -1.99857, 1.60943], [-2.58982, 2.25888, -0.81137], [-2.81249, 2.23176, 0.90506], [2.09192, 0.19214, -0.47171], [1.17864, 1.39691, -1.38735], [4.01511, 0.13905, 0.86074], [4.38634, 0.32193, -0.72126], [3.92880, -1.14353, -0.15770]],
  "mulliken_charge": [-0.3988, 0.6672, 0.4342, -0.3934, -0.1640, -0.3206, -0.1590, -0.3919, -0.1892, -0.9472, 0.2955, 0.2754, 0.3116, 0.2781, 0.2213, 0.4263, 0.2633, 0.2595, 0.2604, 0.2713],
  "total_energy_ha": -503.194115,
  "total_charge": 1,
  "orbital_gap_ev": 8.4,
  "largest_force_ha_per_bohr": 0.0276
}

***

{
  "formula": "C3H10NO",
  "method": "ωB97M-V/def2-TZVPD",
  "species": ["C", "C", "C", "N", "H", "H", "H", "H", "H", "H", "H", "H", "H", "H", "O"],
  "positions_angstrom": [[1.56161, -2.43243, -0.00511], [0.29163, -1.69271, 0.28496], [-0.11986, -0.71928, -0.65642], [-0.95787, 0.35139, 0.07481], [2.41179, -1.73076, -0.05839], [1.90123, -3.25500, 0.49535], [1.42714, -2.75240, -1.20257], [-0.50357, -2.01024, 1.06641], [-0.02955, -0.73593, -1.74500], [-1.18978, 0.23031, 1.07090], [-0.29243, 1.26699, 0.03810], [-1.79887, 0.39176, -0.60225], [0.12492, 4.07993, 0.42205], [-1.31867, 3.71689, -0.29583], [-0.55342, 3.42566, 0.31838]],
  "mulliken_charge": [-1.0017, -0.2363, -0.7626, -0.4941, 0.2051, 0.3713, 0.1243, 0.1915, 0.4424, 0.4035, 0.3648, 0.4136, 0.3127, 0.3382, -0.6728],
  "multiplicity": 2,
  "total_energy_ha": -250.088495,
  "total_charge": 0,
  "orbital_gap_ev": [4.2, 7.0],
  "largest_force_ha_per_bohr": 0.1048
}

***

{
  "formula": "C3H10NO",
  "method": "ωB97M-V/def2-TZVPD",
  "species": ["C", "C", "C", "O", "N", "H", "H", "H", "H", "H", "H", "H", "H", "H", "H"],
  "positions_angstrom": [[-2.36144, -0.41563, -0.28280], [1.72890, 0.22169, -0.95566], [1.71014, 0.77071, 0.32549], [0.65987, 0.24270, 1.59137], [-0.98318, -0.83273, -0.33575], [-2.52039, 0.18528, 0.60974], [-2.64800, 0.16659, -1.15917], [1.82799, -0.86007, -0.91338], [1.62963, 0.78776, -1.87293], [2.44875, 0.22018, 0.94079], [1.37502, 1.77002, 0.53464], [1.00863, 0.01777, 2.47307], [-3.07487, -1.24285, -0.32977], [-0.43539, -0.40458, -1.09211], [-0.36564, -0.62685, 0.46646]],
  "mulliken_charge": [-0.7377, -0.4784, 0.0191, -0.5407, -0.3769, 0.2727, 0.3150, 0.3688, 0.3694, 0.2440, 0.2938, 0.3243, 0.2763, 0.2304, 0.4198],
  "total_energy_ha": -249.804571,
  "total_charge": 1,
  "orbital_gap_ev": 5.2,
  "largest_force_ha_per_bohr": 0.0757
}

***

{
  "formula": "C3H10NO",
  "method": "ωB97M-V/def2-TZVPD",
  "species": ["C", "C", "C", "N", "O", "H", "H", "H", "H", "H", "H", "H", "H", "H", "H"],
  "positions_angstrom": [[-1.33562, 0.51284, -0.93562], [-0.06567, 0.92701, 0.99482], [1.08566, -1.64819, -0.33444], [-0.00990, 0.63964, -0.39099], [1.35892, -1.80088, 0.91209], [-2.02215, -0.27359, -0.55333], [-1.93142, 1.32687, -0.74026], [-1.31689, 0.30392, -1.91909], [-0.51922, 2.02330, 1.13281], [-0.71077, 0.03997, 1.43644], [0.89243, 1.16692, 1.48962], [0.42018, -2.27708, -0.81536], [1.59914, -0.90736, -1.03026], [0.70543, 1.22447, -0.76690], [1.84987, -1.25782, 1.52047]],
  "mulliken_charge": [-1.0536, -1.0824, 0.0431, -0.1878, -0.3133, 0.3379, 0.4076, 0.4335, 0.3404, 0.3797, 0.3331, 0.3465, 0.2939, 0.3183, 0.4034],
  "total_energy_ha": -249.910570,
  "total_charge": 1,
  "orbital_gap_ev": 8.2,
  "largest_force_ha_per_bohr": 0.1042
}

***

{
  "formula": "C3H10NO",
  "method": "ωB97M-V/def2-TZVPD",
  "species": ["C", "N", "H", "H", "H", "H", "C", "O", "C", "H", "H", "H", "H", "H", "H"],
  "positions_angstrom": [[1.24091, -2.26423, -0.46904], [1.58643, -1.03337, -0.43659], [2.04875, -2.98076, -0.57684], [0.27669, -2.57049, -0.06882], [0.91261, -0.22413, -0.40321], [2.49530, -0.78735, -0.04126], [-1.11602, 1.57639, 0.55704], [0.31855, 1.22663, 0.25152], [-1.89442, 0.35573, 0.11710], [-1.05291, 1.86462, 1.59673], [-1.26085, 2.54667, 0.08013], [0.59932, 1.86024, -0.42453], [-1.57789, -0.43001, 0.80339], [-2.95417, 0.59672, 0.19346], [-1.65931, 0.06428, -0.90342]],
  "mulliken_charge": [-0.0708, -0.0947, 0.2983, 0.2746, 0.3060, 0.3019, -0.2686, -0.6212, -0.9480, 0.2772, 0.3725, 0.3193, 0.2174, 0.3535, 0.2826],
  "total_energy_ha": -249.982569,
  "total_charge": 1,
  "orbital_gap_ev": 9.2,
  "largest_force_ha_per_bohr": 0.0469
}

***

{
  "formula": "C3H10NO",
  "method": "ωB97M-V/def2-TZVPD",
  "species": ["O", "C", "C", "N", "C", "H", "H", "H", "H", "H", "H", "H", "H", "H", "H"],
  "positions_angstrom": [[-0.03249, 2.34556, -0.00146], [-0.24476, 1.39007, 1.02363], [-0.55202, 0.02395, 0.57034], [0.59458, -0.57150, -0.32838], [0.39889, -1.85324, -1.15963], [-0.72405, 3.07491, 0.05789], [-1.25656, 1.73856, 1.33206], [0.59528, 1.65334, 1.77893], [-0.66153, -0.72170, 1.39607], [-1.35413, -0.09637, -0.17105], [1.01779, 0.26868, -0.82465], [1.26372, -0.79050, 0.40132], [1.10736, -1.98957, -1.92796], [0.36295, -2.72792, -0.44364], [-0.51502, -1.74429, -1.70349]],
  "mulliken_charge": [-0.0567, -0.2395, -0.4939, -0.3440, -0.7453, 0.4826, 0.4129, 0.3623, 0.4115, 0.3599, 0.4171, 0.3856, 0.3714, 0.3202, 0.3561],
  "multiplicity": 2,
  "total_energy_ha": -249.436534,
  "total_charge": 2,
  "orbital_gap_ev": [13.8, 7.0],
  "largest_force_ha_per_bohr": 0.0959
}

***

{
  "formula": "C3H10NO2",
  "method": "ωB97M-V/def2-TZVPD",
  "species": ["C", "N", "C", "C", "O", "H", "H", "H", "H", "H", "H", "H", "H", "H", "H", "O"],
  "positions_angstrom": [[0.02322, -1.63094, 0.72431], [0.32184, -0.29066, 0.22941], [-0.74746, 0.65521, 0.50966], [-1.74084, 0.69499, -0.74336], [-1.06696, 0.35949, -1.89103], [0.24368, -1.63536, 1.79057], [0.59120, -2.35029, 0.13597], [-1.05820, -1.84005, 0.65596], [0.23769, -0.29308, -0.80868], [-0.32952, 1.65801, 0.70873], [-1.31611, 0.41273, 1.41396], [-2.10598, 1.73521, -0.80298], [-2.50274, -0.08879, -0.53039], [3.41271, 1.55415, -0.76061], [2.56181, 0.36075, -0.30167], [3.47565, 0.69863, -0.32985]],
  "mulliken_charge": [-0.9509, -0.3355, -0.7666, -0.2160, -0.9308, 0.2714, 0.3355, 0.2839, 0.3696, 0.3202, 0.2357, 0.2383, 0.1661, 0.3031, 0.4040, -0.7279],
  "total_energy_ha": -325.514146,
  "total_charge": -1,
  "orbital_gap_ev": 6.9,
  "largest_force_ha_per_bohr": 0.0374
}